{
  "formula": "C32H80ClFInO18S2",
  "method": "wB97M-V/def2-TZVPD",
  "de_lowest_kcal_mol": 25.28,
  "fmax_ev_per_a": 5.84,
  "gap_ev": 7.6438,
  "e_homo_ev": -5.91,
  "charge": -1,
  "e_tot_ev": -113411.5645,
  "elements": ["H", "O", "O", "H", "H", "H", "C", "C", "H", "H", "H", "C", "O", "C", "C", "C", "H", "H", "H", "H", "H", "O", "H", "C", "O", "H", "S", "C", "Cl", "H", "H", "C", "H", "H", "C", "H", "C", "H", "C", "H", "H", "H", "H", "H", "O", "C", "H", "C", "H", "In", "C", "H", "H", "H", "H", "H", "C", "H", "H", "C", "C", "H", "S", "C", "C", "H", "C", "O", "O", "C", "H", "C", "H", "O", "C", "H", "H", "H", "C", "C", "O", "H", "H", "H", "H", "O", "H", "C", "H", "H", "H", "H", "C", "C", "H", "H", "H", "H", "H", "O", "C", "H", "H", "H", "H", "H", "O", "H", "H", "H", "H", "H", "H", "H", "H", "F", "O", "C", "H", "H", "H", "H", "H", "H", "H", "H", "H", "H", "O", "H", "O", "C", "H", "O", "O"],
  "coordinates": [[-1.24291, -0.07296, 0.36325], [1.74289, 2.68084, -3.26082], [-5.84826, -1.79614, -5.85114], [-4.06367, -1.54537, 5.67572], [-6.60594, 6.71299, -2.06882], [7.38687, -3.84893, 5.62330], [2.51181, 2.92205, -6.41282], [0.49310, 3.29541, -5.24501], [-0.80249, 8.34707, 1.82801], [-0.47172, 2.01070, 5.16048], [-4.70927, 0.01991, 5.13904], [-6.53251, -2.71650, -5.01889], [7.93148, -3.89081, 3.04783], [-1.66275, 6.31038, -1.60557], [6.38310, -4.17971, 5.90286], [4.09096, -6.58583, 0.48271], [3.72301, 2.78710, -2.79588], [-2.92445, 1.66054, 4.91482], [3.69949, -10.70244, -0.26479], [3.66440, -8.35183, -1.10166], [-1.12460, -0.46772, 8.24885], [5.15436, -9.65867, 0.69628], [-0.26883, 4.23750, -0.52187], [3.13407, -8.64025, -0.18963], [1.57994, 3.88360, -5.94711], [-3.05674, -3.63972, -3.71696], [3.99388, -3.30382, -1.25310], [-6.18363, 7.13537, -1.15726], [1.99246, 2.09113, 0.36698], [-0.53259, 5.59819, 0.60636], [5.08059, -7.04246, 0.39293], [5.41923, -9.39031, 2.06137], [9.41687, -5.08224, 3.76348], [-1.22487, -1.18693, 6.63030], [-5.09893, 6.48004, 0.83909], [-1.83952, 6.25667, -2.68476], [-5.42644, -0.63357, -5.15014], [7.79069, -5.77586, 3.91953], [0.00241, 5.27167, -0.28826], [0.38336, 2.24023, -5.51206], [6.46615, -3.17100, 1.82661], [-6.00986, -0.49803, -4.23499], [-9.17063, 6.18091, 1.02373], [-5.96915, -2.92977, -4.10748], [5.62050, -4.54559, 4.77056], [-0.37614, -1.33661, -1.87190], [-3.64756, 0.27099, -4.38767], [0.65244, 3.45213, -3.74559], [-5.48629, 7.93445, -1.43174], [1.51663, -3.76648, -1.40538], [0.56305, -2.20092, -2.74176], [5.87570, -3.38500, 6.46099], [8.59065, -5.70957, 2.32145], [-3.68200, -3.21099, -5.31962], [-3.35945, -0.82542, -5.74754], [-5.61987, 0.22229, -5.80466], [5.63101, -3.54374, 3.75386], [-8.49766, 4.76061, 1.84922], [3.15007, 4.10992, -3.83057], [8.44829, -5.18747, 3.27377], [6.56781, -3.91174, 2.62234], [-0.41470, 3.82024, -5.55979], [0.59214, 1.02237, 1.43578], [-3.08673, -2.85707, -4.47385], [-0.76713, -0.39018, 7.22165], [-7.89100, 5.23796, 0.23680], [-2.10667, 7.67027, -1.10507], [4.87594, -4.33861, -1.83549], [-2.02259, 7.75290, 0.31139], [-0.90204, 1.02021, 5.32913], [-4.09017, 6.08801, 0.99209], [0.36477, -0.23930, -1.05265], [5.89656, -2.56865, 4.17267], [-5.50029, 6.10051, -0.47433], [-0.17219, -0.28475, 0.39904], [3.38941, 3.45581, -6.77621], [3.86495, -6.03009, -0.42242], [4.10005, -5.89341, 1.32329], [-2.20290, 0.91871, 4.55710], [-0.89054, 8.48315, 0.75078], [-0.51855, 1.87871, 1.94828], [-5.61642, 6.12109, 2.87947], [-3.56948, -0.06243, 6.51514], [0.02704, 8.12708, 0.27680], [2.82099, 2.24128, -5.61644], [-1.11990, 0.89087, 6.73384], [1.44652, -0.37591, -1.11846], [-6.01836, 5.88879, 1.88898], [4.61454, -3.47576, 3.35774], [1.10265, -5.38215, -2.02841], [-1.19954, -0.88468, -2.44350], [-1.02396, 9.55008, 0.54181], [-3.94432, -0.68363, -4.83421], [-3.82705, -0.48981, 5.54244], [-0.18330, 0.27771, 4.97456], [-0.84724, -2.01666, -1.14230], [0.76791, 4.50574, -3.47498], [-6.65747, -3.64329, -5.57743], [1.07269, 5.31456, -0.08955], [3.08383, -7.56395, 0.72793], [-8.26062, 5.60718, 1.19662], [5.28501, -10.29895, 2.65941], [0.78226, -3.52986, 0.22527], [-2.06378, -2.64963, -4.80168], [0.06808, 0.73231, -1.46318], [-0.00016, -1.23442, 0.91234], [-7.32042, 6.46128, 1.82362], [-0.06361, -2.74223, -3.46288], [-1.99865, 1.12046, 3.49985], [2.10087, -8.88092, -0.46138], [6.30541, -4.88787, 2.20667], [6.47041, -5.05609, 6.54569], [1.30720, -1.62733, -3.30833], [-1.52343, 8.46660, -1.57678], [-6.06640, 4.80069, 1.79049], [4.30431, -1.86616, -2.02469], [-2.74943, -0.39722, 4.63188], [2.89163, 3.46479, -2.98718], [2.08238, 2.34877, -7.24118], [3.24260, -10.14562, 1.35367], [-3.15757, 7.81611, -1.37388], [-5.05289, 7.56838, 0.93204], [-2.24408, 5.51642, -1.12818], [2.72169, 4.07587, -2.09364], [0.32119, -0.51003, 7.21915], [-0.25091, 3.07492, -3.25404], [4.77428, -8.59739, 2.44729], [6.45657, -9.06722, 2.14339], [1.30199, 0.42491, 2.59119], [-6.99551, 7.54876, -0.55390], [4.34038, -3.08473, 0.17531], [3.77139, -9.86514, 0.43770], [-7.52228, -2.32730, -4.75734], [-3.65243, -1.69626, -3.88445], [-0.27147, 6.11289, -1.40073]],
  "forces_ev_per_a": [[0.2, 0.3, 0.4], [0.1, 0.2, -0.1], [0.0, -0.1, 0.2], [0.0, 0.0, -0.1], [0.1, 0.0, 0.0], [0.0, 0.1, 0.0], [0.0, 0.1, 0.0], [0.0, 0.4, 0.0], [-0.1, 0.0, 0.0], [0.0, 0.0, -0.1], [-0.1, 0.0, 0.1], [0.0, 0.0, -0.1], [0.0, -0.3, 0.1], [0.3, 0.2, -0.3], [-0.1, -0.1, -0.1], [-0.1, 0.0, 0.2], [-0.1, -0.1, 0.0], [0.0, 0.0, 0.1], [0.0, 0.0, 0.0], [0.1, 0.0, 0.0], [0.0, 0.1, 0.0], [-0.1, 0.0, 0.2], [0.0, 0.0, 0.1], [-0.3, 0.0, 0.3], [0.1, -0.2, 0.0], [0.0, 0.1, 0.1], [2.4, -1.6, 2.1], [0.0, -0.1, 0.0], [-0.6, -0.3, 0.0], [0.0, 0.0, 0.0], [0.0, 0.0, -0.1], [0.1, 0.0, -0.1], [0.0, 0.0, 0.0], [0.0, 0.0, 0.0], [0.1, -0.5, 0.0], [-0.1, 0.0, 0.0], [0.1, 0.0, -0.4], [0.0, 0.0, 0.0], [0.1, 0.0, -0.1], [0.0, 0.0, 0.1], [-0.1, -0.1, 0.0], [0.0, 0.0, 0.0], [0.0, 0.0, 0.1], [0.0, 0.0, 0.0], [0.2, 0.1, 0.1], [0.4, -0.3, 0.3], [0.0, 0.0, 0.0], [0.0, -0.4, 0.0], [-0.1, 0.1, 0.0], [-1.9, 0.1, -0.3], [0.0, -0.2, 0.4], [0.1, 0.1, 0.0], [0.0, -0.1, 0.0], [0.0, 0.0, 0.0], [0.0, 0.0, 0.0], [0.0, 0.0, 0.0], [-0.2, -0.3, -0.2], [0.0, -0.1, -0.1], [0.0, 0.0, 0.0], [0.0, 0.2, 0.0], [0.1, 0.5, 0.0], [0.0, 0.0, 0.0], [-2.0, -0.4, 5.5], [0.1, 0.0, 0.1], [0.0, 0.1, 0.1], [0.0, 0.0, 0.0], [-0.3, -0.2, 0.2], [-1.2, 1.8, -0.2], [0.2, 0.1, -0.1], [-0.2, 0.3, 0.1], [0.0, 0.1, 0.0], [-1.0, -0.5, 0.0], [0.1, 0.0, 0.0], [-0.1, 0.2, 0.0], [0.9, 0.5, -1.3], [-0.1, 0.1, 0.0], [0.1, 0.0, -0.2], [-0.1, 0.0, 0.0], [0.3, -0.3, -0.4], [-0.1, 0.0, 0.1], [2.1, -0.6, -2.3], [0.0, 0.0, 0.0], [0.0, 0.0, 0.0], [0.0, 0.0, 0.0], [0.0, 0.0, 0.0], [0.0, -0.2, 0.0], [-0.1, 0.1, 0.1], [0.0, 0.4, 0.1], [0.0, 0.0, 0.0], [0.5, 0.3, 0.1], [0.2, 0.0, 0.0], [0.1, 0.0, 0.0], [-0.1, 0.1, 0.4], [0.1, -0.1, -0.1], [0.0, 0.0, 0.0], [-0.1, 0.2, -0.2], [0.0, 0.0, 0.0], [0.0, 0.0, -0.1], [0.0, 0.0, -0.1], [0.3, -0.1, 0.0], [0.0, 0.1, 0.1], [0.0, 0.0, 0.1], [0.5, 0.0, -0.4], [0.0, -0.1, -0.1], [0.5, 0.0, 0.0], [0.3, 0.2, 0.0], [0.0, -0.2, -0.2], [0.3, -0.1, 0.0], [0.0, 0.0, 0.2], [0.0, 0.0, -0.1], [0.0, 0.0, 0.0], [-0.1, 0.0, 0.0], [-0.2, 0.1, 0.1], [0.1, 0.0, 0.0], [0.0, 0.0, -0.1], [0.1, -0.6, 0.3], [-0.2, 0.1, 0.3], [-0.1, -0.1, 0.1], [0.0, -0.1, 0.0], [0.0, 0.1, 0.0], [0.0, 0.0, 0.0], [0.0, 0.0, 0.0], [0.0, 0.0, 0.0], [0.1, 0.1, 0.0], [0.0, -0.1, 0.0], [0.0, 0.0, 0.0], [0.0, 0.0, 0.0], [0.0, 0.0, -0.1], [-0.4, 0.7, -2.8], [0.0, 0.0, 0.0], [-0.7, 0.5, -2.0], [0.2, 0.0, -0.4], [0.0, 0.0, 0.1], [-0.1, -0.1, -0.2], [-0.1, 0.0, 0.2]],
  "lowdin_charge": [0.110, -0.204, -0.193, 0.086, 0.089, 0.081, -0.111, -0.202, 0.090, 0.127, 0.084, -0.114, -0.192, -0.198, -0.126, -0.093, 0.093, 0.125, 0.119, 0.131, 0.084, -0.193, 0.076, -0.209, -0.191, 0.095, 0.526, -0.114, 0.421, 0.088, 0.092, -0.116, 0.083, 0.084, -0.202, 0.126, -0.206, 0.081, -0.107, 0.126, 0.118, 0.125, 0.086, 0.085, -0.193, -0.330, 0.124, -0.203, 0.075, 0.488, -0.311, 0.085, 0.087, 0.083, 0.127, 0.122, -0.188, 0.088, 0.085, -0.124, -0.190, 0.122, 0.429, -0.103, -0.119, 0.083, -0.194, -0.430, -0.202, -0.192, 0.119, -0.264, 0.126, -0.194, -0.237, 0.087, 0.045, 0.088, -0.194, -0.106, -0.405, 0.126, 0.081, 0.085, 0.086, -0.196, 0.096, -0.196, 0.128, -0.104, 0.092, 0.087, -0.207, -0.124, 0.118, 0.070, 0.120, 0.087, 0.082, -0.188, -0.116, 0.084, -0.069, 0.081, 0.092, 0.085, -0.192, 0.003, 0.098, 0.124, 0.117, 0.084, 0.029, 0.127, 0.127, -0.318, -0.187, -0.114, 0.087, 0.122, 0.106, 0.128, 0.127, 0.073, 0.088, 0.123, 0.086, 0.085, -0.385, 0.084, -0.444, -0.208, 0.086, -0.196, -0.202]
}